24
Properties=species:S:1:pos:R:3 method="wB97M-V/def2-TZVPD" lumo_ev=0.78 multiplicity=1 de_lowest_kcal_mol=77.50 smiles="CC(C)=C=CN1CCCC1=O"
C -2.88 0.81 -1.31
C -2.04 0.99 -0.10
C -2.74 0.84 1.24
C -0.73 1.11 -0.11
C 0.67 1.40 -0.26
N 1.62 0.47 -0.09
C 1.52 -1.02 0.27
C 3.11 -1.46 0.20
C 3.85 -0.16 0.56
C 2.92 0.92 -0.08
O 3.26 2.06 -0.34
H -3.33 1.85 -1.62
H -2.44 0.37 -2.17
H -3.70 0.10 -0.98
H -2.06 1.39 1.87
H -2.90 -0.19 1.64
H -3.77 1.23 1.03
H 1.10 2.36 -0.44
H 0.79 -1.56 -0.35
H 1.06 -1.09 1.34
H 3.43 -1.84 -0.74
H 3.38 -2.25 0.96
H 4.80 0.15 0.04
H 3.86 -0.03 1.64


25
Properties=species:S:1:pos:R:3 method="wB97M-V/def2-TZVPD" lumo_ev=0.54 multiplicity=1 de_lowest_kcal_mol=14.60 smiles="Cc1ccc(O)cc1.CC(N)=O"
C 1.32 2.74 -3.59
C 0.63 2.10 -2.42
C -0.15 2.89 -1.56
C -0.75 2.28 -0.49
C -0.59 0.89 -0.33
O -1.10 0.31 0.80
C 0.06 0.09 -1.24
C 0.77 0.73 -2.27
H 0.79 3.50 -4.12
H 1.60 2.00 -4.34
H 2.27 3.22 -3.32
H -0.08 3.93 -1.83
H -1.40 2.67 0.29
H -1.80 0.77 1.27
H 0.06 -0.98 -1.10
H 1.45 0.20 -2.92
C -1.09 -2.20 3.33
C 0.10 -2.77 2.57
N -0.08 -2.99 1.23
O 1.10 -3.12 3.15
H -2.06 -2.07 2.87
H -0.71 -1.29 3.78
H -1.22 -2.93 4.12
H 0.78 -3.13 0.73
H -0.87 -2.56 0.78


25
Properties=species:S:1:pos:R:3 method="wB97M-V/def2-TZVPD" lumo_ev=0.65 multiplicity=1 de_lowest_kcal_mol=34.20 smiles="Cc1ccc(O)cc1.CC(N)=O"
C 0.98 1.62 -2.04
C 1.75 0.82 -1.01
C 1.93 1.47 0.21
C 2.72 0.85 1.20
C 3.18 -0.42 0.92
O 4.04 -0.96 1.84
C 2.95 -1.17 -0.26
C 2.34 -0.42 -1.22
H 1.09 1.23 -3.05
H 1.44 2.60 -2.06
H -0.04 1.72 -1.66
H 1.40 2.40 0.40
H 3.01 1.39 2.08
H 4.43 -0.35 2.44
H 3.32 -2.18 -0.12
H 2.09 -0.88 -2.18
C -3.88 0.24 -0.07
C -4.00 -1.23 0.29
N -4.31 -1.85 1.51
O -4.20 -1.97 -0.67
H -3.47 0.77 0.78
H -4.97 0.42 -0.11
H -3.44 0.30 -1.05
H -4.29 -2.85 1.41
H -4.06 -1.54 2.43